DFT (ωB97M-V/def2-TZVPD) results for a cluster of 7 separate species, C2H16O6 in total at a distorted geometry.

Each line ends with the Mulliken charge.
Positions of all 24 atoms, in Å:
C 0.748268 -1.737244 2.213225  -0.16
C 0.427359 -2.389048 1.035134  -0.01
H 1.357513 -0.838334 2.303757  0.24
H 0.395143 -2.052185 3.196888  0.32
H 0.616473 -1.912271 0.062212  0.26
H -0.029784 -3.369963 0.954281  0.32
H -1.812296 -0.054384 -1.776737  0.35
H -1.015231 0.357017 -2.950318  0.35
O -1.076302 -0.379333 -2.322644  -0.71
H -2.754660 -0.575067 0.200925  0.29
H -1.817347 0.527107 0.785917  0.30
O -2.683706 0.368828 0.395950  -0.59
H 2.874577 -0.146536 1.092966  0.30
H 1.931966 0.351612 -0.032584  0.45
O 2.291017 0.582256 0.853277  -0.71
H -1.898642 2.928392 -1.546051  0.31
H -0.708761 2.284473 -0.938054  0.33
O -1.273592 2.210876 -1.722412  -0.61
H 1.837019 -1.025548 -2.144514  0.31
H 0.484410 -0.427259 -1.736268  0.44
O 1.391108 -0.644970 -1.371057  -0.75
H 0.492977 2.690259 1.262956  0.31
H 0.395053 1.232411 1.128708  0.31
O -0.172561 2.018907 1.054441  -0.67

Atomic forces in eV per Å
C -0.01 0.13 1.58
C -0.05 0.02 -1.16
H 0.19 -0.12 -0.70
H -0.40 -0.26 -0.32
H -0.01 0.31 0.13
H 0.17 -0.16 0.53
H 0.24 0.06 0.16
H 0.07 -0.06 -0.01
O -0.26 0.04 -0.16
H -0.05 0.18 0.25
H -0.07 0.19 -0.02
O -0.03 -0.43 -0.23
H 0.28 0.28 -0.30
H 0.56 -0.10 0.01
O -0.50 -0.19 0.24
H -0.10 -0.20 -0.36
H 0.06 -0.29 0.00
O -0.04 0.72 0.34
H 0.15 0.18 0.35
H 0.07 -0.09 0.25
O -0.47 -0.30 -0.57
H -0.34 0.28 0.02
H -0.08 0.22 -0.07
O 0.59 -0.42 0.05

Values from the calculation:
ΔE to the lowest compared entry with this formula, charge and spin, eV: 0.479
Expectation value of S²: 0.753
Charge: +1
Spin multiplicity: 2
Frontier orbital gap (alpha / beta), eV: 8.023 / 4.198